Record 1
10
Properties=species:S:1:pos:R:3 method="wB97M-V/def2-TZVPD" e_above_lowest_ev=1.845 fmax_ha_per_bohr=0.0555 mol_weight_g_mol=101.04 lumo_ev="-0.552 / -1.630" charge=0 gap_ev="7.39 / 6.51" spin_multiplicity=3
C -0.5320 -0.7018 -0.5984
N 1.5641 -1.3864 0.2859
H -1.4231 -1.2690 -0.8489
C -0.7461 0.4506 0.2853
H -1.6418 0.5019 0.8888
H 0.2135 2.1131 1.1664
H 0.0542 -0.3832 -1.4828
C 0.3022 1.2887 0.4722
O 0.3479 -1.6456 0.1146
P 1.8610 1.0318 -0.2830

Record 2
9
Properties=species:S:1:pos:R:3 method="wB97M-V/def2-TZVPD" e_above_lowest_ev=1.128 fmax_ha_per_bohr=0.0995 mol_weight_g_mol=86.14 lumo_ev=-6.648 charge=+1 gap_ev=9.56 spin_multiplicity=1
C 0.2526 1.0092 0.0137
H 2.0759 -0.2640 0.1251
H 0.4604 1.5577 -0.9124
N 0.4148 -1.3872 0.0210
C -1.2471 -1.0259 -0.0479
H 0.4827 1.6843 0.8408
S -1.5147 0.5613 0.0185
H -1.9188 -1.8577 -0.1262
C 0.9942 -0.2776 0.0675

Record 3
9
Properties=species:S:1:pos:R:3 method="wB97M-V/def2-TZVPD" e_above_lowest_ev=3.692 fmax_ha_per_bohr=0.0944 mol_weight_g_mol=86.14 lumo_ev="-6.582 / -6.582" charge=+1 gap_ev="8.31 / 8.31" spin_multiplicity=1
H 0.7687 -2.6306 0.0125
C 0.1052 1.2216 -0.0357
S 1.9709 -0.5413 -0.0079
H -0.3271 -0.9820 0.1667
C 1.2733 0.9588 0.1388
N -1.1487 0.8732 -0.0979
H -1.7053 1.1092 0.6286
C 0.6445 -1.4542 0.0405
H -1.5816 1.4453 -0.8457

Record 4
11
Properties=species:S:1:pos:R:3 method="wB97M-V/def2-TZVPD" e_above_lowest_ev=2.484 fmax_ha_per_bohr=0.0840 mol_weight_g_mol=111.05 lumo_ev=-4.352 charge=+1 gap_ev=8.46 spin_multiplicity=1
O 2.2117 -0.0014 0.9085
C -0.4076 0.7340 1.1462
C -0.6666 -0.2706 0.2569
H 0.2784 1.1109 1.8994
O -1.2251 -0.0930 -0.9856
H -1.8053 0.6734 -1.0490
C 1.8997 -0.4675 -0.1368
H -0.7641 -1.3157 0.5631
O 1.8011 -0.6874 -1.2843
H -1.2578 1.3830 1.3831
Na -0.0644 -1.0656 -2.7016

Record 5
8
Properties=species:S:1:pos:R:3 method="wB97M-V/def2-TZVPD" e_above_lowest_ev=2.770 fmax_ha_per_bohr=0.0620 smiles="C=C=CO" mol_weight_g_mol=56.06 lumo_ev=0.662 charge=0 gap_ev=8.97 spin_multiplicity=1
H 1.8739 -0.0380 0.4492
C -0.8753 0.7884 -1.0766
C -0.0796 0.4043 -0.1273
H -0.4749 -1.1275 1.5975
C 0.8156 -0.1801 0.6046
O 0.4906 -1.0597 1.5937
H -1.5434 1.6423 -0.8551
H -0.0485 0.3707 -1.7573

Record 6
8
Properties=species:S:1:pos:R:3 method="wB97M-V/def2-TZVPD" e_above_lowest_ev=4.762 fmax_ha_per_bohr=0.1047 mol_weight_g_mol=56.06 lumo_ev=-0.102 charge=0 gap_ev=9.54 spin_multiplicity=1
H -1.5869 -0.6848 1.6303
H -1.7968 -1.2345 -0.1415
C -0.1558 -0.0696 0.0298
H 0.9691 1.8146 -0.2064
H 2.6429 0.0303 -0.2779
O 0.2023 -0.0345 -1.3007
C 0.9404 0.7747 -0.3425
C -1.2150 -0.5962 0.6088

Record 7
8
Properties=species:S:1:pos:R:3 method="wB97M-V/def2-TZVPD" e_above_lowest_ev=5.774 fmax_ha_per_bohr=0.0920 mol_weight_g_mol=56.06 lumo_ev="-0.065 / -0.065" charge=0 gap_ev="8.67 / 8.67" spin_multiplicity=1
H -0.0636 -1.4370 2.7824
H 0.2150 1.2862 -1.2885
H -1.2562 0.3854 -1.0569
C -0.1950 0.5092 -0.7782
C -0.1269 0.8695 0.6902
H 0.3705 -0.5051 -0.9801
O -0.3998 -0.0694 1.5259
C -0.8081 -0.7390 2.5836

Record 8
8
Properties=species:S:1:pos:R:3 method="wB97M-V/def2-TZVPD" e_above_lowest_ev=4.637 fmax_ha_per_bohr=0.0439 mol_weight_g_mol=56.06 lumo_ev=0.855 charge=0 gap_ev=9.48 spin_multiplicity=1
C -0.2838 1.2876 1.5210
C 0.8717 1.2118 1.1982
H 1.8945 1.1780 1.1969
H -0.9493 -1.7794 -2.6308
C -1.0389 -1.3920 -1.4789
H 0.5591 -0.7592 -0.3766
H -1.3002 1.5311 1.7641
O 0.2468 -1.2780 -1.1940

Record 9
8
Properties=species:S:1:pos:R:3 method="wB97M-V/def2-TZVPD" e_above_lowest_ev=1.028 fmax_ha_per_bohr=0.0739 mol_weight_g_mol=56.06 lumo_ev="0.903 / -1.141" charge=0 gap_ev="9.44 / 9.18" spin_multiplicity=3
H -1.8091 -0.7053 -0.4648
C 0.3105 0.3493 1.0028
H 0.2491 0.9822 -1.0230
O 1.1587 -0.0581 1.7138
C -0.8878 -1.0048 -0.9828
C 0.2032 -0.1161 -0.5448
H -0.3691 1.1425 1.1817
H 1.1444 -0.5897 -0.8830

Record 10
9
Properties=species:S:1:pos:R:3 method="wB97M-V/def2-TZVPD" e_above_lowest_ev=1.915 fmax_ha_per_bohr=0.0927 smiles="O=C/C=C/O" mol_weight_g_mol=72.06 lumo_ev=0.287 charge=0 gap_ev=9.40 spin_multiplicity=1
O 2.6488 0.2555 1.6244
H 1.9193 1.3913 0.2551
C -0.4118 -0.1282 -0.2833
O -1.4414 -0.9686 -0.1485
C 1.7442 0.5017 0.9149
H -0.5183 0.7920 -0.9960
H -2.1673 -0.7229 -0.7565
H 0.6996 -1.3662 1.2650
C 0.5893 -0.3435 0.7520

Record 11
9
Properties=species:S:1:pos:R:3 method="wB97M-V/def2-TZVPD" e_above_lowest_ev=1.997 fmax_ha_per_bohr=0.0781 smiles="C=C(O)C=O" mol_weight_g_mol=72.06 lumo_ev=-0.114 charge=0 gap_ev=9.71 spin_multiplicity=1
O 2.4966 -0.3580 -0.1055
C -0.8407 -0.9893 0.1556
C -0.0961 0.0902 -0.0511
H -1.8376 -0.9165 0.4286
H -0.4190 -1.9391 -0.0439
O -0.6367 1.3407 -0.0385
H -1.5836 1.0873 0.2389
C 1.4284 0.2687 -0.1852
H 1.4888 1.4161 -0.3989

Record 12
9
Properties=species:S:1:pos:R:3 method="wB97M-V/def2-TZVPD" e_above_lowest_ev=1.093 fmax_ha_per_bohr=0.0862 smiles="O=C1CCO1" mol_weight_g_mol=72.06 lumo_ev=0.876 charge=0 gap_ev=11.64 spin_multiplicity=1
H 0.1466 1.3025 1.8218
C 1.0821 -0.0672 0.2933
H 1.3284 -0.6551 1.0820
C 0.3083 1.1252 0.8006
O -0.6178 -1.3214 -1.0462
C -0.1059 -0.5277 -0.3822
H 2.0148 0.0289 -0.3510
H 0.6166 2.0935 0.4697
O -0.8589 0.5774 0.1346

Record 13
9
Properties=species:S:1:pos:R:3 method="wB97M-V/def2-TZVPD" e_above_lowest_ev=4.587 fmax_ha_per_bohr=0.1145 mol_weight_g_mol=72.06 lumo_ev=0.287 charge=0 gap_ev=10.20 spin_multiplicity=1
C -1.8204 0.7658 -0.5045
H 0.7608 -1.2253 0.6595
O -1.8841 -0.4966 -0.3302
H 1.5565 1.1338 -0.5176
O 1.6418 0.5542 0.2455
C 0.6690 -0.4577 -0.0297
C -0.7501 0.1739 0.2528
H -0.8689 0.1613 1.4218
H 0.6953 -0.6095 -1.1977

Record 14
9
Properties=species:S:1:pos:R:3 method="wB97M-V/def2-TZVPD" e_above_lowest_ev=5.597 fmax_ha_per_bohr=0.0698 smiles=C#CCOO mol_weight_g_mol=72.06 lumo_ev=0.832 charge=0 gap_ev=11.16 spin_multiplicity=1
H -0.1809 3.5044 -0.4318
H -0.4423 -2.6142 0.1345
H 0.8167 -0.9064 -0.8968
O -0.5498 -2.0555 0.8538
H 0.8913 -0.3492 0.8948
C 0.1898 1.2225 -0.3043
C -0.0710 2.3765 -0.4108
O -0.9561 -0.8843 0.2589
C 0.3024 -0.2939 -0.0983

Record 15
9
Properties=species:S:1:pos:R:3 method="wB97M-V/def2-TZVPD" e_above_lowest_ev=4.099 fmax_ha_per_bohr=0.0737 mol_weight_g_mol=72.06 lumo_ev="0.025 / 0.325" charge=0 gap_ev="7.90 / 8.29" spin_multiplicity=1
H -1.5734 -0.1520 -2.2535
H 1.8558 0.1760 1.1523
O -1.3726 -0.1206 0.4073
O -0.2493 1.3701 -2.6538
C -0.1997 0.0809 0.2843
H 0.8713 -1.3822 1.1979
H 0.4457 -0.2339 2.4813
C -0.6481 0.4698 -2.0346
C 0.8703 -0.2083 1.4188

Record 16
9
Properties=species:S:1:pos:R:3 method="wB97M-V/def2-TZVPD" e_above_lowest_ev=7.483 fmax_ha_per_bohr=0.1982 mol_weight_g_mol=72.06 lumo_ev=-1.205 charge=0 gap_ev=8.88 spin_multiplicity=1
C 1.1237 0.7907 0.1733
H -2.1010 -1.0472 0.0810
H 0.6038 -0.9856 -0.9029
O -1.8055 0.8489 -0.4560
H 0.4336 2.1447 0.8914
C 0.1890 -0.4701 0.0026
C -1.3237 -0.2255 -0.1179
O 2.5025 0.2320 -0.4723
H 0.3777 -1.2878 0.8010

Record 17
9
Properties=species:S:1:pos:R:3 method="wB97M-V/def2-TZVPD" e_above_lowest_ev=10.161 fmax_ha_per_bohr=0.1235 mol_weight_g_mol=72.06 lumo_ev="-2.778 / -2.772" charge=0 gap_ev="7.23 / 7.24" spin_multiplicity=1
H -2.0592 -1.6324 -1.7913
H 1.7286 -0.4645 1.6843
C 0.3166 0.2707 0.3872
C -0.4473 0.6289 -0.4443
O -1.8653 0.1442 -2.2379
C 1.2838 0.4280 1.4015
H 0.7568 0.5824 2.3543
H 1.9144 1.2093 1.0984
O -1.6283 -1.1667 -2.4523

Record 18
9
Properties=species:S:1:pos:R:3 method="wB97M-V/def2-TZVPD" e_above_lowest_ev=1.903 fmax_ha_per_bohr=0.0221 smiles="C=C=O.C=O" mol_weight_g_mol=72.06 lumo_ev=0.647 charge=0 gap_ev=9.76 spin_multiplicity=1
H -0.2577 -2.5026 -1.3699
C 0.1902 1.7458 0.6667
O -0.0438 -1.0749 1.3829
C -0.1013 -1.2415 0.2235
O 0.4375 1.2962 -0.4247
H 0.5774 2.7326 0.9666
H -0.1949 -0.6512 -1.7709
C -0.2011 -1.4691 -1.0636
H -0.4063 1.1647 1.3894

Record 19
10
Properties=species:S:1:pos:R:3 method="wB97M-V/def2-TZVPD" e_above_lowest_ev=2.475 fmax_ha_per_bohr=0.0870 mol_weight_g_mol=104.13 lumo_ev=0.679 charge=0 gap_ev=10.43 spin_multiplicity=1
H 0.2072 0.9742 2.0167
C 1.0888 0.0189 -0.0115
O 2.2403 0.2588 -0.0032
H 0.5774 -0.1325 -2.1817
S -1.2012 0.7598 -0.2056
C -0.0170 0.2602 1.1668
O -2.4147 0.0208 -0.0821
C 0.0400 -0.1914 -1.1192
H -0.1650 -1.2304 -1.0638
H -0.3558 -0.7384 1.4837

Record 20
10
Properties=species:S:1:pos:R:3 method="wB97M-V/def2-TZVPD" e_above_lowest_ev=1.568 fmax_ha_per_bohr=0.0437 smiles="O=CC(=S)CO" mol_weight_g_mol=104.13 lumo_ev=-1.675 charge=0 gap_ev=8.09 spin_multiplicity=1
H 1.6618 -1.9789 0.2186
C -0.3347 0.8732 0.0547
H -2.1730 0.5983 0.1323
S -1.2332 -1.7502 -0.1596
C 1.3620 -0.8901 -0.0185
C -0.0985 -0.5990 -0.0181
O -1.6191 1.2892 -0.2668
O 2.2028 -0.0633 -0.2858
H 0.3030 1.2715 -0.6787
H -0.0711 1.2494 1.0218